[1]
This record from the Open Molecules 2025 dataset describes a molecular structure, C10H22Cl2IIrO3P2 in a non-equilibrium geometry. The level of theory is ωB97M-V/def2-TZVPD.

Structure (XYZ):
```
41
Properties=species:S:1:pos:R:3:nbo_charge:R:1
C 0.27477 0.26339 -2.42114 -0.6839
I 2.71621 0.47019 -3.24768 0.2077
H 0.88551 0.47831 -3.40788 0.1987
H -0.42966 1.08345 -2.50354 0.2214
H -0.26683 -0.63613 -2.70465 0.2150
Ir -0.32362 0.11697 0.00502 0.6685
P 0.23654 2.33178 -0.28770 1.1478
C -1.14988 3.18925 0.53916 -0.9511
C 1.70467 2.77568 0.68666 -0.9600
H 1.82543 3.86830 0.68974 0.2789
H 0.63986 4.34125 -1.59331 0.2908
H 2.58301 2.30742 0.23903 0.2652
H 1.23305 2.87223 -2.44256 0.2596
H -1.27536 2.77700 1.54343 0.2596
H 1.57046 2.41230 1.71209 0.2727
C 0.41561 3.28939 -1.83915 -0.9504
H -0.91764 4.26010 0.60367 0.2791
H -0.51561 3.25569 -2.41521 0.2644
H -2.06676 3.03482 -0.03944 0.2686
P 0.41343 -2.01936 -0.52735 1.1239
C -0.99989 -3.07887 -0.04248 -0.9570
C 0.92330 -2.73889 -2.12768 -0.9448
H 2.59709 -1.81264 0.44013 0.2627
H 2.07448 -3.52119 0.40878 0.2783
H 1.40680 -2.41148 1.64201 0.2735
C 1.75503 -2.48709 0.60780 -0.9622
H 1.90026 -2.32816 -2.42952 0.2700
H 0.99963 -3.83795 -2.03642 0.2887
H -0.90091 -4.05267 -0.52980 0.2789
H -1.93337 -2.59836 -0.36892 0.2588
H 0.20144 -2.52908 -2.90714 0.2549
H -1.01505 -3.21410 1.04611 0.2733
C -2.29197 0.00614 0.30354 0.4216
O -3.34090 0.24666 -0.18340 -0.4136
Cl -0.50379 -2.68592 3.79376 0.0354
C -1.35277 -1.10666 3.94896 -0.3131
Cl -0.60191 0.01024 5.08599 0.0870
C -1.35671 -0.48598 2.54738 0.8111
O -0.30583 0.05315 2.11124 -0.6391
O -2.42728 -0.59960 1.85566 -0.5159
H -2.38084 -1.29954 4.24480 0.2752
```

Results
Charge: +2
Total energy: -2624.27953 hartree
Expectation value of S²: 6.0489
ΔE to the lowest compared entry with this formula, charge and spin: 33.2 kcal/mol
2S+1: 5

---

[2]
This record from the Open Molecules 2025 dataset describes 6 unconnected molecules or ions with the total composition C31H56F8N2O17 in a non-equilibrium geometry. The level of theory is ωB97M-V/def2-TZVPD.

Structure (XYZ):
```
114
Properties=species:S:1:pos:R:3:mulliken_charge:R:1
C 2.25124 -1.75508 1.42188 -1.3068
C 1.37151 -0.70999 0.68628 -0.0456
C 1.81818 -0.65763 -0.78831 -0.8177
C 1.15145 0.53733 -1.49842 -0.2945
N -0.25114 0.56424 -1.13032 -0.0937
C 1.39717 0.53755 -3.05332 0.2005
C 1.30825 -0.85979 -3.68313 0.1758
C 2.60142 -1.67722 -3.77360 0.1277
C 3.90970 -1.31594 -3.12679 -1.2767
N 2.60813 -2.71965 -4.46938 -0.8215
O 0.66208 1.55102 -3.73483 -0.5124
C -0.66388 1.20525 -4.10107 -0.1825
C -0.87303 0.98887 -5.60464 -0.6527
C -2.31655 0.54236 -5.83224 -0.8304
O -2.73704 -0.57376 -5.06004 -0.3556
C -2.18194 -1.77503 -5.49537 -0.2963
C -2.83423 -2.94883 -4.78205 0.9128
F -2.64340 -4.02800 -5.53275 -0.3183
F -4.13610 -2.77485 -4.61624 -0.3176
C -2.15911 -3.20992 -3.42963 0.4560
F -2.01140 -2.05931 -2.75623 -0.4199
F -0.94414 -3.68411 -3.63538 -0.3489
C -2.91271 -4.20006 -2.48779 0.5501
F -1.98887 -4.80681 -1.74737 -0.2756
F -3.58108 -5.10097 -3.17050 -0.3189
C -3.83694 -3.43850 -1.50424 0.2134
F -4.87312 -4.20722 -1.16264 -0.3101
F -3.15155 -3.10760 -0.42593 -0.1746
H 1.62044 -2.34168 2.08342 0.3897
H 2.63650 -2.44264 0.67406 0.2751
H 3.02741 -1.30359 2.02931 0.3167
H 0.35475 -1.06466 0.77490 -0.2831
H 1.41720 0.26987 1.15169 0.5542
H 2.89705 -0.58668 -0.74427 0.2928
H 1.49446 -1.61024 -1.19867 0.4353
H 1.64997 1.42872 -1.12767 0.4081
H -0.77819 -0.19958 -1.52970 -0.1887
H -0.68071 1.45659 -1.32381 0.2774
H 2.43674 0.84106 -3.15586 0.4727
H 0.63166 -1.44057 -3.06248 -0.0429
H 0.87850 -0.86341 -4.67637 0.5500
H 4.68369 -1.29337 -3.88138 0.4129
H 4.17278 -2.12354 -2.44805 0.1751
H 3.89955 -0.40718 -2.54348 0.2608
H 1.68832 -2.86687 -4.88578 0.2527
H -1.08894 0.40190 -3.51862 -0.0134
H -1.28001 2.07572 -3.86181 0.4668
H -0.77894 1.96514 -6.07399 0.4140
H -0.11624 0.35429 -6.05924 0.2722
H -2.94704 1.36724 -5.51528 0.4011
H -2.55275 0.36298 -6.88493 0.4758
H -2.29736 -1.90333 -6.57635 0.5823
H -1.11174 -1.84010 -5.28032 -0.0511
H -4.24097 -2.53739 -1.95751 0.2414
C -2.64990 -0.83308 2.28713 -0.6862
O -1.71453 0.19603 2.61650 0.0264
C -2.15739 1.08532 3.50188 0.5544
O -3.24789 1.08404 4.02136 -0.5810
O -1.19042 1.97591 3.71257 -0.2587
C -1.51387 3.00166 4.65466 -0.5076
H -2.16596 -1.48337 1.56357 0.1230
H -2.90892 -1.41776 3.16878 0.3677
H -3.54636 -0.40938 1.83699 0.2913
H -1.71916 2.57317 5.63448 0.2658
H -2.36345 3.58783 4.30962 0.1578
H -0.64380 3.64768 4.72668 0.2413
C 2.93446 -5.84026 -0.73524 -0.6094
O 4.00018 -5.11990 -0.11240 -0.1516
C 5.09823 -5.84371 0.10974 0.6756
O 5.24730 -7.00649 -0.16408 -0.5539
O 6.00488 -5.05271 0.68949 -0.2717
C 7.24216 -5.69977 0.98785 -0.6602
H 2.11080 -5.14139 -0.85754 0.1019
H 3.23794 -6.20536 -1.71479 0.3284
H 2.60898 -6.66624 -0.10514 0.3336
H 7.71670 -6.06151 0.07721 0.2910
H 7.08847 -6.52069 1.68622 0.2939
H 7.88381 -4.95509 1.45097 0.2159
C 1.90491 5.33203 -2.11322 -0.6032
O 2.44828 4.74765 -0.93241 -0.1918
C 2.73124 5.61995 0.03692 0.7294
O 2.56812 6.81157 -0.01420 -0.5494
O 3.22623 4.93946 1.07309 -0.2819
C 3.57642 5.75019 2.19535 -0.6545
H 1.71598 4.52149 -2.81337 0.1002
H 0.96277 5.83383 -1.89756 0.3287
H 2.61151 6.02904 -2.56111 0.3125
H 2.70109 6.26791 2.58387 0.2950
H 4.35109 6.46614 1.92600 0.3030
H 3.96148 5.08090 2.95977 0.2164
C -6.30614 7.85591 2.27596 -0.6324
O -5.35062 6.83819 1.97496 -0.3284
C -5.62499 5.64959 2.51935 0.7501
O -6.57595 5.39285 3.21143 -0.5370
O -4.66172 4.79863 2.16240 -0.2859
C -4.82377 3.47320 2.67786 -0.5296
H -5.96936 8.76158 1.77897 0.2208
H -7.28935 7.58549 1.89467 0.2947
H -6.35262 8.03502 3.34878 0.2923
H -5.74768 3.02807 2.31224 0.3752
H -4.81050 3.47694 3.76539 0.3245
H -3.98518 2.88610 2.31916 0.0682
C -1.42692 -0.82708 5.89130 -0.4575
O -0.22989 -0.27660 6.44586 -0.3058
C 0.73252 -1.17269 6.67262 0.7953
O 0.66447 -2.35432 6.45339 -0.5552
O 1.78520 -0.53011 7.18476 -0.3297
C 2.90018 -1.37289 7.47772 -0.6246
H -2.12551 -0.01022 5.75666 0.1068
H -1.22394 -1.28567 4.92428 0.1030
H -1.86839 -1.55294 6.57254 0.4539
H 3.26826 -1.85242 6.57224 0.2785
H 2.63146 -2.12229 8.22031 0.2942
H 3.68009 -0.73443 7.88375 0.2225
```

Results
Total energy: -3402.31148 hartree
2S+1: 1

---

[3]
This record from the Open Molecules 2025 dataset describes 14 unconnected molecules or ions with the total composition H28O14 in a non-equilibrium geometry. The level of theory is ωB97M-V/def2-TZVPD.

Structure (XYZ):
```
42
Properties=species:S:1:pos:R:3:nbo_charge:R:1
O 0.82725 -3.25125 0.61850 -0.9665
H 1.29768 -2.40275 0.47346 0.4829
H 1.42812 -3.99434 0.71270 0.4846
O -3.53163 -2.13707 -0.79135 -0.9451
H -3.71751 -3.00112 -1.17860 0.4887
H -2.66970 -1.83635 -1.11966 0.4584
O 1.73879 -0.15838 2.45499 -0.9657
H 1.09575 -0.18812 1.74155 0.4486
H 1.61781 0.74987 2.81498 0.4955
O -0.48447 0.44339 -1.04265 -0.9988
H -1.26884 0.34399 -0.45774 0.5012
H -0.88210 0.80183 -1.84875 0.4900
O -1.84977 -3.82210 -1.92189 -0.9720
H -1.05127 -3.53021 -1.42053 0.4914
H -1.64638 -4.76108 -1.88324 0.4843
O -2.24188 -0.35293 1.33123 -0.9324
H -1.67256 -0.79189 2.00993 0.4702
H -2.25608 -1.19003 0.81865 0.4676
O -3.35198 0.59199 -1.62250 -1.0079
H -4.06683 0.98359 -2.12019 0.4820
H -3.05122 -0.32845 -1.91928 0.4950
O 4.61235 -0.85010 -2.00726 -0.9344
H 5.21762 -0.94040 -1.27235 0.4710
H 3.81309 -1.33657 -1.81945 0.4643
O 2.45810 4.50827 -1.08235 -0.9367
H 1.70029 3.96813 -0.76287 0.4637
H 3.16124 3.84180 -1.13601 0.4739
O -0.27689 1.92509 3.77558 -1.0280
H 0.42750 2.52241 3.44111 0.5163
H -0.42881 1.68701 4.68338 0.4940
O 2.63369 0.69901 0.16738 -0.9653
H 1.70821 0.84904 0.02283 0.4917
H 2.87190 -0.21912 0.35757 0.4780
O 0.28439 3.02478 1.13105 -0.9773
H -0.58774 2.65597 1.43770 0.5024
H -0.26149 3.16654 0.30675 0.4808
O 2.13608 2.44741 2.80410 -0.9752
H 1.82311 3.17898 2.15554 0.5050
H 2.40782 1.87393 2.07709 0.4960
O -2.55792 -1.35626 -3.36002 -0.9508
H -1.95741 -2.10100 -3.19998 0.4957
H -3.44830 -1.71351 -3.36942 0.4827
```

Results
Total energy: -1070.06060 hartree
ΔE to the lowest compared entry with this formula, charge and spin: 88.1 kcal/mol
2S+1: 1

---

[4]
This record from the Open Molecules 2025 dataset describes a molecular structure, C32H56CuN3OP2 in a non-equilibrium geometry. The level of theory is ωB97M-V/def2-TZVPD.

Structure (XYZ):
```
95
Properties=species:S:1:pos:R:3:lowdin_spin:R:1
C 2.15161 -1.34231 -0.84382 0.0050
C 1.13971 0.52629 -1.84013 0.0042
C 3.14390 -1.37233 -1.82943 0.0078
C 2.02356 0.45341 -2.93006 0.0088
C 3.05275 -0.49051 -2.90177 -0.0023
H 3.92985 -2.11604 -1.74091 0.0007
H 1.90149 1.16088 -3.74743 0.0006
H 3.76602 -0.53480 -3.72321 -0.0003
N 1.22010 -0.37984 -0.83095 0.0937
P 0.33713 -2.48237 0.90468 0.1142
P -0.22926 2.21016 -0.05252 0.0422
C 2.05363 -2.42499 0.23303 0.0141
H 2.35572 -3.40373 -0.17312 0.0030
H 2.74572 -2.19084 1.06029 0.0000
C -1.52472 -0.46617 2.02371 0.0575
O -2.06863 -0.13605 2.98302 0.0013
C 0.05531 1.52681 -1.74806 0.0155
H 0.05640 2.26780 -2.54826 0.0014
C -1.83315 3.26445 -0.18097 0.0055
C 1.24626 3.38254 0.16660 0.0111
C -0.58159 -3.58626 -0.34470 0.0148
C 0.50393 -3.36563 2.55994 0.0153
C -2.98135 2.42778 0.40949 0.0007
H -2.81543 2.22307 1.47393 0.0000
H -3.91740 2.99963 0.30860 -0.0001
H -3.10616 1.46959 -0.10559 -0.0001
C -1.74119 4.55814 0.63364 0.0002
H -1.51841 4.36107 1.68862 0.0001
H -1.00873 5.26315 0.22602 0.0000
H -2.72209 5.05648 0.59258 0.0000
C -2.16194 3.60485 -1.63451 0.0020
H -3.06348 4.23870 -1.64395 0.0005
H -1.36766 4.17575 -2.13183 0.0000
H -2.38333 2.70077 -2.21551 0.0000
C 1.19264 3.95893 1.60006 0.0008
H 0.79047 3.23060 2.31537 0.0005
H 2.21587 4.20200 1.92058 0.0000
H 0.60644 4.88241 1.65824 0.0000
C 2.54442 2.57069 0.03696 -0.0002
H 2.55361 1.72428 0.73164 -0.0001
H 2.70144 2.20594 -0.98395 0.0000
H 3.38569 3.23355 0.28794 0.0000
C 1.21973 4.48968 -0.90772 0.0031
H 0.60540 4.25494 -1.78603 0.0003
H 0.88650 5.44971 -0.49264 0.0001
H 2.24428 4.64165 -1.27835 0.0007
C -0.91170 -3.66509 3.08679 0.0000
H -0.80811 -4.11788 4.08430 0.0001
H -1.50782 -2.74759 3.18872 0.0001
H -1.45873 -4.37968 2.45754 0.0000
C 1.20728 -2.41547 3.54259 0.0005
H 2.22695 -2.17179 3.21208 0.0000
H 0.65976 -1.48038 3.69643 -0.0001
H 1.28444 -2.92760 4.51459 -0.0001
C 1.34495 -4.65162 2.47440 0.0071
H 2.22427 -4.53796 1.82615 0.0005
H 1.70986 -4.88000 3.48654 0.0014
H 0.76319 -5.51957 2.14668 0.0001
C -0.16677 -3.21799 -1.77450 -0.0002
H 0.88987 -3.43815 -1.97578 0.0000
H -0.77204 -3.81366 -2.47640 0.0001
H -0.36037 -2.15700 -1.97737 -0.0001
C -2.09041 -3.30252 -0.18244 0.0011
H -2.36289 -2.35355 -0.66642 0.0000
H -2.65422 -4.11810 -0.66142 -0.0001
H -2.41048 -3.24436 0.86657 -0.0002
C -0.28361 -5.07543 -0.13842 0.0064
H 0.79424 -5.28715 -0.16989 0.0002
H -0.71701 -5.47413 0.78685 0.0001
H -0.74562 -5.62692 -0.97179 0.0014
Cu -0.31303 -0.29893 0.57891 0.5321
N -1.72401 -0.22630 -0.97411 0.0308
C -1.49418 0.38376 -2.00647 -0.0021
C -2.07626 0.34198 -3.44963 0.0017
C -1.50808 1.39469 -4.38859 0.0002
C -1.71231 -1.02127 -4.02301 -0.0003
C -3.59926 0.48934 -3.30485 0.0000
H -1.71018 2.41836 -4.06013 0.0000
H -0.42814 1.26683 -4.52533 0.0000
H -1.98332 1.26949 -5.37224 0.0002
H -2.06814 -1.81733 -3.35830 0.0000
H -2.18017 -1.15379 -5.00689 -0.0001
H -0.62346 -1.11249 -4.13762 0.0000
H -4.00584 1.19925 -4.03432 0.0000
H -4.06937 -0.48802 -3.45782 0.0001
H -3.88215 0.82916 -2.29965 0.0000
C 2.94319 0.57921 5.07959 -0.0001
C 1.83155 1.46592 4.50175 -0.0003
C 1.31737 0.98031 3.24304 -0.0012
N 0.96240 0.58377 2.20025 -0.0019
H 2.57803 -0.44157 5.24371 0.0000
H 3.29702 0.97021 6.03917 0.0000
H 3.79940 0.54046 4.39541 0.0000
H 0.98535 1.53757 5.20077 -0.0001
H 2.20354 2.48912 4.34106 0.0000
```

Results
Charge: +1
Total energy: -3815.36422 hartree
Expectation value of S²: 0.7574
ΔE to the lowest compared entry with this formula, charge and spin: 0.0 kcal/mol
2S+1: 2